[1]
The following is a quantum chemistry calculation of a single C4H7NO molecule, from the OMol25 dataset.

HOMO level (alpha / beta) (eV): -8.485 / -8.483
ΔE to the lowest compared entry with this formula, charge and spin (eV): 5.2333
E_tot (eV): -7794.411

Positions of all 13 atoms, in Å:
C: 1.50031 -0.70960 0.05234
C: 0.08880 -0.22026 0.07857
C: -0.28390 1.28230 -0.07174
N: -0.52383 1.33619 -1.37854
C: -1.04129 -0.88362 0.46274
O: -2.13855 -0.20660 0.50098
H: 1.52018 -1.79274 -0.10752
H: 2.10614 -0.24032 -0.72684
H: 1.98694 -0.50434 1.01631
H: -1.44303 0.99403 0.47676
H: 0.42746 2.01956 0.30910
H: -1.27497 0.65622 -1.55198
H: -1.00342 -1.90847 0.84014

=====

[2]
The following is a quantum chemistry calculation of a single C6H11NO2 molecule, from the OMol25 dataset.

SMILES: CC1(C)C[C@H]1C[N+](=O)[O-]
HOMO level (eV): -9.862
ΔE to the lowest compared entry with this formula, charge and spin (eV): 5.2959
E_tot (eV): -11980.972

Positions of all 20 atoms, in Å:
C: -1.61234 0.16844 0.19939
C: -0.20530 -0.29503 -0.21023
C: -0.08045 -1.71243 -0.54050
C: 0.54174 0.62848 -1.20010
C: 1.09211 0.39022 0.22943
C: 1.07303 1.61912 1.25550
N: 1.16222 0.98253 2.64051
O: 2.27898 1.07915 3.09527
O: 0.19676 0.41665 3.19312
H: -1.59876 1.24388 0.24508
H: -1.90548 -0.31535 1.20706
H: -2.38321 -0.21292 -0.52886
H: -0.29205 -2.30495 0.48394
H: 0.84280 -1.98604 -1.01410
H: -0.96645 -1.95853 -1.25211
H: 0.12579 1.55562 -1.48433
H: 0.85253 0.03660 -2.03847
H: 1.96042 -0.22258 0.34628
H: 2.02833 2.26305 0.96935
H: 0.09778 2.24999 1.12973

=====

[3]
The following is a quantum chemistry calculation of 2 unconnected molecules or ions with the total composition CHFNO3S, from the OMol25 dataset.

Net charge: -1
HOMO level (eV): -4.235
ΔE to the lowest compared entry with this formula, charge and spin (eV): 2.2946
E_tot (eV): -22238.315

Positions of all 8 atoms, in Å:
C: -0.46500 2.82068 1.11681
N: 0.32001 3.43886 0.56973
O: -0.64188 -2.30282 -1.28061
O: 1.70916 -2.09862 -0.45646
O: 0.09757 -0.30495 0.22915
F: -1.40450 2.15990 1.64674
S: 0.35413 -1.76548 0.14365
H: 0.03050 -1.94758 -1.96900